Record 1
This record from OMol25 describes a structure of composition C19H27KN7O5. The level of theory is ωB97M-V with the def2-TZVPD basis set.

```
59
Properties=species:S:1:pos:R:3:forces:R:3:mulliken_charge:R:1
K 0.4970 -0.2313 0.2288 -0.133 -0.049 -0.061 0.82
O 1.2484 2.9334 6.0585 0.007 0.013 0.013 -0.55
C 0.9490 2.3844 4.8406 -0.002 -0.023 -0.036 1.15
C 1.3079 3.0035 3.6534 -0.044 0.020 0.033 -0.37
C 0.9723 2.3839 2.4589 -0.004 -0.004 0.050 0.01
N 0.3209 1.2224 2.4257 0.175 -0.077 -0.035 -0.27
C -0.0005 0.6159 3.5708 0.005 0.026 0.011 0.28
C 0.2819 1.1704 4.8098 -0.030 0.043 0.023 -0.64
C -0.6524 -0.7795 3.4916 0.038 -0.063 0.037 0.12
O -1.3880 -1.0953 4.4367 0.000 -0.009 0.005 -0.75
O -0.3420 -1.4730 2.4819 0.008 0.193 -0.134 -0.69
C 1.4287 3.0281 1.1301 0.046 0.095 -0.108 -0.12
O 1.8373 4.1961 1.2136 0.005 -0.009 0.011 -0.78
O 1.3744 2.3049 0.0971 -0.164 -0.209 0.169 -0.56
H 1.7085 3.7650 5.9038 -0.008 -0.009 -0.003 0.29
H 1.8399 3.9466 3.6190 -0.007 0.004 -0.011 0.41
H -0.0137 0.6572 5.7132 -0.011 -0.006 -0.008 0.49
C -2.4265 -1.9404 0.0682 0.014 -0.013 0.006 -0.89
N -1.9086 -3.2895 0.1370 0.030 0.021 0.011 -0.05
C -2.0022 -3.9934 1.4106 0.004 0.005 -0.014 -0.32
C -1.2198 -5.2625 1.1014 0.004 -0.010 0.001 -0.72
N -0.2798 -4.8394 0.0670 0.018 -0.010 -0.017 0.05
C 0.1755 -5.8827 -0.8334 -0.018 0.005 0.006 -1.12
C -0.6982 -3.6032 -0.4511 -0.038 0.006 -0.006 0.59
N -0.1207 -2.8335 -1.2888 -0.001 -0.001 0.060 -0.30
C 1.1718 -3.1536 -1.8494 -0.021 0.040 0.023 -0.90
C 2.1174 -1.9536 -1.8196 -0.005 -0.003 0.103 -0.71
N 1.5256 -0.7821 -2.4207 0.132 0.005 -0.158 -0.41
C 2.1915 0.2920 -2.6242 -0.009 0.022 0.017 0.43
N 3.5413 0.5773 -2.4164 0.019 0.017 0.006 0.14
C 4.5750 -0.3978 -2.7116 -0.017 0.019 0.024 -1.26
C 3.8143 1.9425 -2.8601 0.002 -0.026 -0.046 -0.83
C 2.4422 2.5883 -2.8228 -0.060 -0.060 0.017 -0.27
N 1.5834 1.4403 -3.1036 0.029 0.015 0.044 -0.05
C 0.1598 1.6166 -2.9053 -0.005 0.030 0.004 -0.83
H -3.5172 -1.9727 0.0830 -0.005 0.012 0.020 0.29
H -2.0996 -1.4936 -0.8691 -0.023 -0.011 -0.012 0.37
H -2.0743 -1.3494 0.9178 -0.008 0.040 0.032 0.19
H -3.0425 -4.1995 1.6661 -0.003 -0.006 -0.002 0.39
H -1.5385 -3.3983 2.2040 -0.008 0.000 0.002 0.08
H -1.8803 -6.0458 0.7041 -0.002 0.000 -0.001 0.37
H -0.7011 -5.6580 1.9757 0.000 0.003 0.000 0.31
H -0.5574 -6.6973 -0.8599 -0.002 -0.004 -0.009 0.35
H 1.1354 -6.3013 -0.5205 -0.002 -0.004 0.006 0.30
H 0.2800 -5.5012 -1.8455 0.007 -0.001 0.003 0.40
H 1.0575 -3.4665 -2.8952 -0.009 0.008 -0.003 0.18
H 1.6909 -3.9591 -1.3152 0.005 -0.005 -0.006 0.46
H 3.0513 -2.2829 -2.2849 -0.033 -0.016 -0.050 0.34
H 2.3700 -1.7645 -0.7635 0.100 -0.004 -0.010 0.32
H 4.3292 -1.0014 -3.5911 0.018 0.002 -0.024 0.37
H 4.7674 -1.0625 -1.8697 -0.015 -0.007 -0.016 0.31
H 5.4969 0.1431 -2.9236 0.006 -0.003 0.030 0.47
H 4.2202 1.9308 -3.8821 0.006 0.014 0.004 0.46
H 4.5295 2.4334 -2.2000 -0.006 -0.010 0.011 0.38
H 2.3203 3.3596 -3.5848 0.007 -0.007 -0.007 0.37
H 2.2180 2.9902 -1.8304 0.000 0.021 0.012 0.04
H -0.1979 2.3850 -3.5924 -0.014 -0.017 -0.019 0.29
H -0.0564 1.9415 -1.8814 0.020 -0.002 0.009 0.21
H -0.3471 0.6782 -3.1168 0.005 -0.003 -0.007 0.38
```
Forces are in eV/Å.

Total charge ... -1
ΔE to the lowest compared entry with this formula, charge and spin ... 0.1901 eV
E ... -57138.9151 eV
Molecular weight ... 472.6 g mol⁻¹
HOMO level ... -5.387 eV

***

Record 2
This record from OMol25 describes a structure of composition C19H27N2O2PdSSi in a non-equilibrium geometry. The level of theory is ωB97M-V with the def2-TZVPD basis set.

```
53
Properties=species:S:1:pos:R:3:forces:R:3:mulliken_charge:R:1
Pd -0.0588 0.3478 0.9550 -0.483 -0.831 1.320 0.21
C -2.6722 -2.8606 -1.1479 0.020 -0.002 -0.025 -0.95
N -2.5179 -2.8435 0.3137 -0.015 0.054 0.104 0.07
C -3.2419 -3.9176 1.0256 0.011 0.001 -0.009 -1.14
C -1.7974 -1.9560 0.9300 -0.076 -0.052 0.042 1.04
C -1.7038 -1.9013 2.4212 0.003 -0.007 -0.008 -1.49
O -1.1066 -1.1262 0.1943 0.306 0.308 -0.598 -0.44
H -3.7243 -3.0293 -1.3679 0.008 -0.006 -0.012 0.42
H -2.0858 -3.6811 -1.5600 -0.002 0.011 -0.013 0.37
H -2.3520 -1.9178 -1.5754 -0.016 -0.008 0.003 0.26
H -3.3468 -4.7525 0.3387 -0.005 0.000 0.003 0.41
H -4.2317 -3.5662 1.3150 -0.002 -0.018 0.007 0.35
H -2.6848 -4.2577 1.8921 -0.006 -0.006 0.005 0.47
H -2.5642 -2.3447 2.9124 -0.012 0.016 0.005 0.47
H -1.6295 -0.8633 2.7502 -0.003 -0.017 -0.002 0.25
H -0.8089 -2.4362 2.7511 -0.010 -0.014 0.000 0.38
O 0.8041 1.4365 2.6697 -0.045 0.392 -0.349 -0.35
H 0.9326 2.3951 2.7299 0.030 0.006 -0.023 0.30
H 1.3708 1.0431 3.3498 -0.024 -0.090 -0.029 0.29
S -3.2477 3.3188 1.3971 0.030 -0.062 0.018 -0.08
C -2.1345 2.1118 1.7568 -0.026 0.115 -0.084 -0.30
N -1.5290 1.6014 0.7002 0.188 0.074 0.137 0.46
C -1.9583 2.1431 -0.5139 -0.157 -0.087 -0.021 0.07
C -1.5975 1.7718 -1.8081 -0.055 0.039 -0.037 -0.25
C -2.1795 2.4564 -2.8539 0.039 -0.042 0.011 -0.82
C -3.1082 3.4855 -2.6330 -0.034 0.033 0.054 -0.71
C -3.4921 3.8363 -1.3574 0.024 -0.010 -0.033 -0.51
C -2.9107 3.1426 -0.2945 -0.003 0.017 -0.031 0.63
H -1.9290 1.7924 2.7686 0.016 0.040 0.009 0.38
H -0.9174 0.9527 -1.9920 0.053 0.025 0.023 0.48
H -1.9244 2.1912 -3.8710 -0.004 -0.010 -0.001 0.47
H -3.5425 3.9981 -3.4803 0.007 0.012 0.004 0.44
H -4.2198 4.6179 -1.1831 -0.014 -0.013 -0.009 0.45
C 1.8779 2.2291 -1.1562 -0.209 -0.078 0.436 -1.02
Si 1.9611 0.4231 -0.7919 0.822 0.338 -1.213 0.96
C 1.3146 -0.7794 -2.0319 -0.008 0.093 0.053 -1.05
C 3.4571 -0.1444 0.0658 -0.600 -0.106 0.365 0.91
C 3.7539 -0.0088 1.4273 0.249 0.100 0.209 -0.27
C 4.9432 -0.4978 1.9396 -0.144 0.111 0.035 -0.66
C 5.8568 -1.1032 1.0877 0.081 -0.005 0.000 -0.50
C 5.5785 -1.2398 -0.2664 -0.040 0.092 -0.190 -0.74
C 4.3735 -0.7864 -0.7802 0.175 -0.365 -0.044 -0.47
H 2.3981 2.2289 -2.1289 0.010 0.109 0.013 0.37
H 2.4917 2.7836 -0.4466 0.036 0.045 -0.058 0.39
H 0.9195 2.7245 -1.2928 -0.043 -0.089 -0.086 0.41
H 1.6750 -0.4198 -3.0050 -0.017 -0.054 -0.025 0.48
H 0.2343 -0.8855 -2.1125 -0.006 0.045 0.056 0.22
H 1.7512 -1.7580 -1.8313 -0.033 -0.024 -0.042 0.44
H 3.0675 0.5039 2.0874 0.019 0.028 0.002 0.24
H 5.1695 -0.3978 2.9922 0.003 0.017 0.003 0.43
H 6.8022 -1.4576 1.4763 -0.019 -0.055 0.020 0.44
H 6.3024 -1.7014 -0.9243 0.007 0.028 -0.015 0.42
H 4.1817 -0.9014 -1.8416 -0.025 -0.096 0.016 0.36
```
Forces are in eV/Å.

Total charge ... +3
ΔE to the lowest compared entry with this formula, charge and spin ... 3.5490 eV
E ... -49381.1628 eV
Molecular weight ... 482.0 g mol⁻¹
HOMO level ... -17.777 eV

***

Record 3
This record from OMol25 describes the ion C19H27N2O3S with charge +1 in a non-equilibrium geometry. The level of theory is ωB97M-V with the def2-TZVPD basis set.

```
52
Properties=species:S:1:pos:R:3:forces:R:3:mulliken_charge:R:1
C -5.0173 -2.1821 -1.3888 -0.183 -0.219 -0.073 -1.05
H -5.6436 -1.7688 -2.1831 0.013 -0.001 0.029 0.40
H -5.6512 -2.5834 -0.5931 0.016 0.028 -0.042 0.36
H -4.4040 -2.9845 -1.7975 -0.092 0.013 0.017 0.28
O -4.1080 -1.2226 -0.8945 0.131 0.518 0.228 -0.19
C -4.6077 -0.0290 -0.4194 0.094 -0.023 0.017 0.67
C -5.9646 0.2106 -0.2476 0.002 -0.168 -0.078 -0.66
C -6.4166 1.4095 0.2745 0.023 0.037 0.003 -0.77
C -5.5131 2.3946 0.6240 -0.043 0.005 0.081 -0.77
C -4.1626 2.1745 0.4362 -0.131 -0.143 -0.046 -0.29
C -3.6825 0.9741 -0.0799 -0.231 0.059 -0.074 0.38
N -2.2885 0.8600 -0.2462 0.129 -0.064 -0.020 0.15
C -1.6830 0.0706 -1.2778 0.017 -0.239 -0.081 -1.14
C -1.1782 -1.2911 -0.7706 -0.539 0.176 -0.720 -0.79
N -0.2656 -1.0751 0.3713 0.344 0.233 -0.101 0.62
H 0.5217 -0.4641 0.0504 -0.203 -0.153 0.003 0.15
C 0.3878 -2.3148 0.8515 0.581 -0.432 0.508 -0.83
H -0.2171 -2.7536 1.6473 -0.066 0.056 -0.126 0.36
H 0.4595 -3.0271 0.0282 -0.066 0.105 0.000 0.46
C 1.8005 -2.0317 1.3859 0.133 -0.105 -0.600 -0.03
C 2.7263 -1.4573 0.2982 0.050 -0.215 0.335 -0.72
O 2.2024 -0.2259 -0.1680 -0.155 -0.173 0.152 -0.38
C 3.0050 0.4115 -1.1680 0.082 0.191 -0.181 -0.97
C 4.3474 0.8233 -0.6676 0.207 -0.297 -0.137 0.30
C 4.6546 1.8859 0.1284 -0.104 -0.201 -0.176 -0.49
C 6.0317 1.9655 0.4286 0.143 0.010 0.073 -0.51
C 6.7491 0.9632 -0.1388 -0.095 -0.343 -0.193 -0.47
S 5.7647 -0.1047 -1.0512 -0.253 0.568 0.256 -0.07
H 7.8038 0.7821 -0.0829 0.245 0.025 0.043 0.46
H 6.4670 2.7391 1.0340 0.120 0.132 0.098 0.41
H 3.9248 2.5924 0.4813 -0.181 0.138 0.040 0.46
H 2.4225 1.2885 -1.4614 0.105 -0.121 -0.064 0.39
H 3.1126 -0.2627 -2.0272 -0.097 0.094 0.028 0.46
H 3.7276 -1.3015 0.7198 -0.096 -0.044 -0.031 0.44
H 2.8165 -2.1716 -0.5325 0.018 0.003 0.056 0.28
O 1.6710 -1.1600 2.4799 -0.028 0.141 0.236 -0.51
H 2.5341 -0.9843 2.8709 0.012 -0.003 -0.025 0.38
H 2.2304 -2.9945 1.7050 -0.125 0.101 -0.163 0.41
C -0.9798 -0.3424 1.4415 -0.326 0.756 0.603 -0.72
C -1.4269 1.0199 0.8940 0.018 -0.271 0.154 -1.08
H -1.9498 1.5639 1.6791 0.123 -0.030 -0.007 0.60
H -0.5377 1.5961 0.6046 0.007 0.028 0.090 0.32
H -0.3070 -0.2213 2.2899 -0.052 -0.100 -0.146 0.45
H -1.8517 -0.9290 1.7398 0.075 -0.077 -0.064 0.46
H -0.6471 -1.8097 -1.5697 0.136 -0.028 0.111 0.36
H -2.0250 -1.8946 -0.4406 0.173 0.004 0.068 0.78
H -2.3946 -0.0875 -2.0852 0.157 -0.030 -0.002 0.55
H -0.8260 0.6317 -1.6783 0.004 -0.054 -0.059 0.35
H -3.4535 2.9517 0.6767 0.099 0.097 -0.023 0.52
H -5.8552 3.3344 1.0266 -0.035 0.102 0.037 0.39
H -7.4755 1.5655 0.4043 -0.109 0.015 0.005 0.40
H -6.6849 -0.5482 -0.5056 -0.047 -0.101 -0.039 0.41
```
Forces are in eV/Å.

SMILES string ... COc1ccccc1N1CC[NH+](C[C@H](O)COCc2cccs2)CC1
Total charge ... +1
ΔE to the lowest compared entry with this formula, charge and spin ... 0.7911 eV
E ... -40092.2029 eV
Molecular weight ... 363.5 g mol⁻¹
HOMO level ... -10.531 eV